# 1
Density functional theory data (wB97M-V/def2-TZVPD) for one molecule with the formula C4H8O2.

As for the LUMO energy: 0.997 eV. As for the calculated total energy: -307.62500 Eh. The calculation puts the energy above the lowest of the compared OMol25 structures with the same formula, charge and spin at 229.56 kJ/mol. Its HOMO-LUMO gap is 10.44 eV. Its net charge is 0. The SMILES is CO[C@H]1C[C@H]1O.

Last column: Löwdin charge in e.
CARTESIAN COORDINATES (ANGSTROEM)
1 C 1.625 -0.388 -0.970  -0.09
2 O 0.298 0.075 -1.125  -0.16
3 C -0.619 -0.466 -0.221  -0.29
4 C -0.416 -0.275 1.260  -0.03
5 C -1.410 0.574 0.512  -0.31
6 O -1.089 1.900 0.249  0.00
7 H 1.659 -1.479 -0.865  0.10
8 H 2.107 0.068 -0.095  0.09
9 H 2.171 -0.096 -1.870  0.09
10 H -1.102 -1.379 -0.572  0.15
11 H 0.487 0.234 1.587  0.11
12 H -0.771 -1.060 1.923  0.11
13 H -2.472 0.416 0.684  0.14
14 H -0.468 1.875 -0.497  0.09

=====

# 2
Density functional theory data (wB97M-V/def2-TZVPD) for C24H19Cl7GeMnO2SeSi as an isolated structure at a distorted geometry.

As for the LUMO energy (alpha / beta): -4.910 / -4.920 eV. As for the calculated total energy: -10216.36921 Eh. Its HOMO-LUMO gap (alpha / beta) is 6.08 / 6.07 eV. Its net charge is +1.

Last column: Löwdin charge in e.
CARTESIAN COORDINATES (ANGSTROEM)
1 Mn -1.227 -1.551 0.871  0.09
2 Cl -6.769 -1.571 2.853  0.74
3 C -5.186 -2.053 2.429  -0.67
4 C -4.966 -3.349 1.896  -0.67
5 Cl -6.287 -4.416 1.697  0.74
6 C -3.700 -3.754 1.531  -0.60
7 Cl -3.398 -5.291 0.842  0.78
8 C -2.613 -2.884 1.720  -0.45
9 O -1.352 -3.176 1.415  -0.23
10 C -2.835 -1.584 2.262  -0.44
11 O -1.755 -0.815 2.357  -0.23
12 C -4.135 -1.179 2.606  -0.60
13 Cl -4.355 0.409 3.211  0.77
14 Cl 1.283 -0.414 3.708  0.27
15 Ge 0.181 -2.168 3.155  -0.06
16 Cl 1.560 -3.683 2.562  0.25
17 Cl -1.030 -2.832 4.778  0.31
18 C -1.542 -2.293 -4.154  -0.22
19 Si -2.109 -0.664 -3.420  0.37
20 C -3.928 -0.273 -3.635  -0.22
21 C -0.872 0.726 -3.658  -0.21
22 Se -2.137 -1.214 -1.023  0.66
23 H -1.682 -2.314 -5.237  0.04
24 H -2.104 -3.120 -3.718  0.03
25 H -0.484 -2.450 -3.943  0.03
26 H -4.155 0.008 -4.665  0.04
27 H -4.228 0.545 -2.980  0.03
28 H -4.524 -1.149 -3.378  0.04
29 H -0.947 1.150 -4.662  0.04
30 H 0.140 0.341 -3.529  0.03
31 H -1.030 1.526 -2.934  0.03
32 C 0.291 -0.549 0.460  -0.08
33 C 1.262 0.206 0.360  -0.08
34 C 2.248 1.155 0.376  -0.08
35 C 3.598 0.786 0.743  -0.17
36 C 4.490 1.722 1.295  -0.01
37 C 5.787 1.351 1.591  -0.05
38 C 6.214 0.053 1.340  -0.04
39 C 5.325 -0.895 0.844  -0.05
40 C 4.024 -0.540 0.562  0.00
41 C 1.876 2.531 0.063  -0.17
42 C 2.770 3.395 -0.585  -0.02
43 C 2.417 4.710 -0.824  -0.05
44 C 1.184 5.187 -0.399  -0.05
45 C 0.281 4.333 0.223  -0.05
46 C 0.612 3.010 0.437  0.00
47 H 4.144 2.717 1.532  0.12
48 H 6.465 2.075 2.022  0.12
49 H 7.239 -0.225 1.547  0.12
50 H 5.658 -1.911 0.677  0.12
51 H 3.321 -1.268 0.176  0.12
52 H 3.720 3.019 -0.940  0.13
53 H 3.103 5.364 -1.344  0.12
54 H 0.922 6.223 -0.569  0.12
55 H -0.683 4.708 0.540  0.11
56 H -0.083 2.336 0.921  0.12

=====

# 3
Density functional theory data (wB97M-V/def2-TZVPD) for C18H22BrCuI as an isolated structure.

As for the LUMO energy: -2.934 eV. As for the calculated total energy: -5211.09420 Eh. The calculation puts the energy above the lowest of the compared OMol25 structures with the same formula, charge and spin at 0.00 kJ/mol. Its HOMO-LUMO gap is 9.08 eV. Its net charge is +1.

Last column: Löwdin charge in e.
CARTESIAN COORDINATES (ANGSTROEM)
1 Cu 0.505 -1.056 -0.696  0.09
2 C -1.109 0.876 1.724  -0.03
3 C 0.188 0.414 1.109  -0.20
4 C 0.760 1.166 0.043  -0.20
5 C 0.118 2.459 -0.389  -0.01
6 C 1.942 0.721 -0.581  -0.22
7 C 2.517 1.468 -1.760  -0.03
8 C 2.608 -0.428 -0.087  -0.20
9 C 3.955 -0.816 -0.649  -0.02
10 C 2.040 -1.174 0.984  -0.21
11 C 2.729 -2.417 1.488  -0.02
12 C 0.848 -0.735 1.598  -0.21
13 C 0.342 -1.471 2.814  -0.03
14 H -0.933 1.623 2.502  0.11
15 H -1.662 0.053 2.165  0.05
16 H -1.750 1.332 0.970  0.08
17 H -0.700 2.291 -1.094  0.10
18 H 0.834 3.127 -0.858  0.08
19 H -0.297 2.979 0.473  0.09
20 H 3.211 2.246 -1.431  0.11
21 H 1.738 1.946 -2.348  0.08
22 H 3.060 0.800 -2.424  0.08
23 H 3.872 -1.475 -1.516  0.10
24 H 4.552 -1.328 0.100  0.08
25 H 4.509 0.067 -0.956  0.09
26 H 3.444 -2.172 2.278  0.11
27 H 3.273 -2.920 0.693  0.08
28 H 2.016 -3.127 1.899  0.08
29 H -0.138 -2.414 2.544  0.08
30 H -0.373 -0.881 3.379  0.08
31 H 1.169 -1.702 3.483  0.09
32 Br -2.680 -2.317 0.627  0.81
33 C -3.237 -0.905 -0.494  -0.73
34 C -4.274 -0.090 -0.062  -0.12
35 C -4.721 0.952 -0.861  -0.05
36 C -4.137 1.186 -2.098  -0.06
37 C -3.099 0.378 -2.535  -0.15
38 C -2.656 -0.663 -1.730  -0.67
39 I -1.067 -1.828 -2.460  1.23
40 H -4.734 -0.282 0.898  0.11
41 H -5.534 1.576 -0.516  0.12
42 H -4.490 1.990 -2.728  0.12
43 H -2.639 0.550 -3.499  0.10

=====

# 4
Density functional theory data (wB97M-V/def2-TZVPD) for a 2-piece molecular cluster, CHNOS2 overall at a distorted geometry.

As for the LUMO energy (alpha / beta): -1.449 / -1.380 eV. As for the calculated total energy: -964.98256 Eh. The calculation puts the energy above the lowest of the compared OMol25 structures with the same formula, charge and spin at 132.62 kJ/mol. Its HOMO-LUMO gap (alpha / beta) is 7.05 / 7.05 eV. Its net charge is 0. The SMILES is O=C=S.N=S.

Last column: Löwdin charge in e.
CARTESIAN COORDINATES (ANGSTROEM)
1 C -1.196 0.622 -0.109  -0.98
2 N 1.343 -0.163 0.065  -0.45
3 O -0.225 1.244 0.093  -0.03
4 S -2.653 0.063 -0.287  0.72
5 S 0.537 -1.370 -0.307  0.76
6 H 2.194 -0.395 0.546  -0.01

=====

# 5
Density functional theory data (wB97M-V/def2-TZVPD) for a 2-piece molecular cluster, CH2BrNO3 overall at a distorted geometry.

As for the LUMO energy: -1.542 eV. As for the calculated total energy: -2893.65669 Eh. The calculation puts the energy above the lowest of the compared OMol25 structures with the same formula, charge and spin at 81.01 kJ/mol. Its HOMO-LUMO gap is 8.67 eV. Its net charge is 0. The SMILES is O=C[N+](=O)[O-].Br.

Last column: Löwdin charge in e.
CARTESIAN COORDINATES (ANGSTROEM)
1 C 0.611 -0.981 0.417  -0.12
2 N 0.864 -0.045 -0.724  -0.37
3 O 0.456 1.100 -0.651  -0.06
4 O 1.518 -0.547 -1.622  0.08
5 O -0.030 -0.556 1.345  0.12
6 Br -2.197 1.491 -0.273  0.41
7 H 1.251 -1.870 0.329  0.15
8 H -2.472 1.408 1.179  -0.20

=====

# 6
Density functional theory data (wB97M-V/def2-TZVPD) for C16H18F2N6O3S2 as an isolated structure at a distorted geometry.

As for the LUMO energy: 0.302 eV. As for the calculated total energy: -2170.73499 Eh. The calculation puts the energy above the lowest of the compared OMol25 structures with the same formula, charge and spin at 286.75 kJ/mol. Its HOMO-LUMO gap is 8.68 eV. Its net charge is 0.

Last column: Löwdin charge in e.
CARTESIAN COORDINATES (ANGSTROEM)
1 O 7.475 2.246 0.176  -0.34
2 O 5.561 1.228 -1.082  -0.36
3 F -5.983 -2.629 -4.913  0.08
4 F -3.850 -2.166 -4.847  0.04
5 N -1.740 -0.387 -1.499  -0.22
6 N -4.127 -3.270 1.191  0.10
7 N -1.269 0.083 0.747  0.09
8 O 2.816 2.210 2.353  -0.13
9 S -0.681 0.969 -1.535  0.99
10 C -1.897 -0.690 -0.245  -0.41
11 C -4.514 -3.250 -0.082  -0.26
12 C -0.573 1.036 0.226  -0.54
13 C -3.052 -2.352 1.243  -0.05
14 C -5.789 -3.707 -0.693  0.03
15 C -5.914 -3.641 -2.055  -0.02
16 C -3.908 -2.276 -2.249  0.05
17 C -2.818 -1.770 0.017  -0.17
18 C -4.909 -2.983 -2.881  -0.12
19 N -3.694 -2.405 -0.861  0.07
20 N 0.384 1.710 1.094  -0.06
21 N 5.024 3.185 0.389  -0.15
22 C -4.827 -3.030 -4.378  -0.36
23 C 2.116 0.944 2.763  -0.16
24 C 0.670 1.080 2.461  -0.12
25 C 1.229 2.749 0.497  -0.13
26 C 3.613 3.541 0.387  -0.19
27 C 5.720 0.766 1.715  -0.11
28 C 2.661 2.430 0.848  -0.28
29 S 6.043 1.788 0.212  0.72
30 H -2.575 -1.919 2.165  0.13
31 H -6.632 -4.114 -0.123  0.12
32 H -6.732 -4.129 -2.489  0.09
33 H -3.136 -1.875 -2.816  0.09
34 H 5.527 3.969 -0.091  0.12
35 H -4.660 -4.097 -4.650  0.17
36 H 2.562 0.228 2.040  0.12
37 H 2.378 0.746 3.826  0.14
38 H 0.307 1.696 3.266  0.11
39 H 0.225 0.050 2.586  0.13
40 H 1.056 3.594 1.138  0.13
41 H 1.062 3.069 -0.554  0.13
42 H 3.117 3.847 -0.593  0.14
43 H 3.500 4.378 0.988  0.10
44 H 6.660 0.241 1.860  0.06
45 H 5.025 -0.049 1.587  0.06
46 H 5.545 1.345 2.591  0.06
47 H 3.004 1.607 0.271  0.13